C9H20BF2N2O5PSi | wB97M-V/def2-TZVPD

```
41
C9H20BF2N2O5PSi (wB97M-V/def2-TZVPD)
C 2.09 -0.84 2.42
Si 1.20 0.00 0.98
C 1.75 -0.64 -0.70
C 1.67 1.81 1.03
N -0.65 -0.22 1.02
C -1.22 1.01 1.69
C -2.69 0.83 2.15
N -3.39 -0.29 1.57
C -2.67 -1.55 1.53
C -1.16 -1.42 1.78
P -0.47 -3.01 1.10
O -1.43 -4.12 1.24
H 1.44 -1.09 3.25
H 2.52 -1.78 2.07
H 2.88 -0.19 2.77
H 2.41 -1.50 -0.58
H 2.30 0.13 -1.22
H 0.90 -0.95 -1.31
H 1.11 2.39 0.29
H 1.58 2.25 2.02
H 2.72 1.86 0.77
H -0.97 -0.26 0.05
H -0.61 1.18 2.57
H -1.12 1.87 1.04
H -3.21 1.73 1.84
H -2.73 0.83 3.23
H -3.79 -0.05 0.67
H -3.06 -2.29 2.22
H -2.79 -1.97 0.53
H -0.90 -1.33 2.83
H -0.19 -2.75 -0.26
H 0.74 -3.28 1.76
B 1.26 0.55 -5.07
O 0.93 0.67 -3.62
C 0.53 1.90 -3.38
O 0.19 2.31 -2.30
C 0.56 2.69 -4.68
O 0.25 3.85 -4.80
O 0.99 1.90 -5.64
F 0.45 -0.41 -5.66
F 2.60 0.21 -5.22
```

Properties
- DFT total energy: -1696.29831 hartree
- Kohn-Sham gap: 8.43 eV
- HOMO energy: -9.1 eV
- 2S+1: 1
- Lowest unoccupied orbital energy: -0.624 eV
- Max |F|: 2.5 eV/A

C46H41CoN3O2P | wB97M-V/def2-TZVPD

```
94
C46H41CoN3O2P (wB97M-V/def2-TZVPD)
Co -0.02 0.41 0.34
O -4.11 -0.85 1.43
C -3.15 -0.22 0.99
O -2.01 -0.66 0.64
C -3.33 1.31 0.79
P -1.69 2.11 0.85
C -2.19 3.89 0.60
C -1.30 4.93 0.91
C -1.63 6.25 0.68
C -2.86 6.59 0.11
C -3.74 5.57 -0.21
C -3.41 4.24 0.03
C -1.32 2.12 2.64
C -0.11 2.68 3.07
C 0.21 2.72 4.42
C -0.64 2.16 5.36
C -1.81 1.54 4.93
C -2.15 1.52 3.59
H -4.02 1.75 1.51
H -3.73 1.42 -0.21
H -0.34 4.70 1.34
H -0.93 7.03 0.94
H -3.11 7.62 -0.08
H -4.70 5.81 -0.65
H -4.13 3.49 -0.24
H 0.61 3.04 2.35
H 1.15 3.17 4.73
H -0.38 2.17 6.41
H -2.45 1.05 5.65
H -3.05 1.00 3.28
C -1.74 -4.71 -3.90
C -0.49 -5.16 -3.19
C 0.04 -6.43 -3.40
C 1.19 -6.85 -2.75
C 1.83 -5.99 -1.87
C 1.33 -4.72 -1.65
C 0.17 -4.29 -2.31
N -0.36 -3.01 -2.13
C -0.14 -2.13 -1.07
N -0.05 -2.74 0.12
C 0.19 -2.27 1.44
C 0.45 -0.93 1.72
C 0.80 -0.61 3.03
C 0.82 -1.57 4.04
C 0.47 -2.88 3.74
C 0.15 -3.25 2.44
C -0.28 -4.67 2.15
N -0.09 -0.85 -1.29
C 0.10 -0.39 -2.61
C 1.29 -0.66 -3.28
C 1.52 -0.19 -4.56
C 0.55 0.57 -5.20
C -0.64 0.84 -4.54
C -0.89 0.37 -3.25
C -2.18 0.68 -2.55
H -2.20 -5.53 -4.43
H -1.52 -3.92 -4.62
H -2.46 -4.31 -3.18
H -0.46 -7.10 -4.08
H 1.58 -7.84 -2.93
H 2.73 -6.30 -1.36
H 1.83 -4.04 -0.98
H -0.73 -2.56 -2.95
H -0.34 -3.70 0.09
H 1.05 0.41 3.29
H 1.08 -1.30 5.05
H 0.46 -3.62 4.53
H -0.36 -5.23 3.07
H 0.42 -5.20 1.49
H -1.27 -4.68 1.67
H 2.05 -1.24 -2.77
H 2.46 -0.41 -5.06
H 0.71 0.94 -6.20
H -1.41 1.43 -5.03
H -2.96 0.93 -3.27
H -2.05 1.53 -1.88
H -2.51 -0.16 -1.94
C 3.99 4.42 0.71
C 2.60 4.38 0.48
C 1.98 3.18 0.28
C 2.69 1.95 0.29
C 2.00 0.71 0.09
C 2.81 -0.40 -0.02
C 4.21 -0.36 0.12
C 4.85 0.81 0.40
C 4.10 2.01 0.47
C 4.72 3.26 0.70
H 4.48 5.37 0.87
H 2.03 5.30 0.45
H 0.91 3.13 0.08
H 2.36 -1.38 -0.20
H 4.78 -1.29 0.04
H 5.92 0.84 0.55
H 5.79 3.29 0.86
```

Properties
- DFT total energy: -3816.45936 hartree
- Kohn-Sham gap (alpha / beta): 6.83 / 6.99 eV
- HOMO energy (alpha / beta): -4.3 / -4.5 eV
- 2S+1: 2
- Total charge: -1
- Energy relative to the best compared isomer or geometry (same formula, charge and spin): 0.000 eV
- Lowest unoccupied orbital energy (alpha / beta): 2.504 / 2.504 eV
- Max |F|: 1.5 eV/A

C4H8O | wB97M-V/def2-TZVPD

```
13
C4H8O (wB97M-V/def2-TZVPD)
C 0.95 0.41 1.85
C 0.99 0.18 0.52
C 0.37 -0.91 -0.28
O -0.45 -0.32 -1.23
C -1.51 0.52 -0.82
H 1.37 1.40 2.20
H 0.28 -0.10 2.46
H 1.61 0.83 -0.06
H 1.11 -1.48 -0.81
H -0.18 -1.49 0.49
H -1.11 1.57 -0.45
H -2.18 0.60 -1.70
H -2.08 0.13 0.16
```

Properties
- DFT total energy: -232.37069 hartree
- Structure (SMILES): C=CCOC
- Kohn-Sham gap: 10.86 eV
- HOMO energy: -9.7 eV
- 2S+1: 1
- Energy relative to the best compared isomer or geometry (same formula, charge and spin): 2.039 eV
- Lowest unoccupied orbital energy: 1.110 eV
- Max |F|: 3.6 eV/A

C17H17BF4N2O2S2Se4Ti | wB97M-V/def2-TZVPD

```
50
C17H17BF4N2O2S2Se4Ti (wB97M-V/def2-TZVPD)
Ti 0.70 -0.13 0.25
Se 2.54 0.29 -1.59
Se 1.19 1.35 -3.13
Se -0.49 -0.32 -3.51
Se -0.52 -1.55 -1.52
O 0.69 2.07 3.59
S 1.24 1.03 2.76
O 0.28 -0.03 2.37
N 1.85 1.45 1.36
C 1.56 2.75 0.89
C 2.31 3.85 1.19
C 1.94 5.12 0.71
C 0.82 5.29 -0.05
C 0.03 4.17 -0.39
C -1.16 4.25 -1.16
C -1.88 3.12 -1.40
C -1.42 1.89 -0.91
N -0.31 1.77 -0.21
C 0.42 2.89 0.06
C 2.53 0.21 3.64
C 2.31 -0.11 4.97
C 3.28 -0.82 5.66
C 4.45 -1.21 5.01
C 4.65 -0.88 3.68
C 3.69 -0.16 2.98
H 3.18 3.74 1.82
H 2.55 5.98 0.97
H 0.53 6.27 -0.41
H -1.48 5.21 -1.53
H -2.79 3.14 -1.98
H -1.95 0.97 -1.11
H 1.39 0.20 5.45
H 3.12 -1.08 6.69
H 5.19 -1.77 5.55
H 5.56 -1.19 3.18
H 3.83 0.10 1.94
F 0.03 -2.74 1.26
B 1.39 -2.86 1.58
F 2.01 -1.64 0.95
F 1.98 -3.96 1.03
F 1.60 -2.76 2.94
C -2.78 1.10 2.50
S -2.82 -0.35 1.43
C -2.54 -1.65 2.65
H -3.60 1.07 3.22
H -2.91 1.97 1.86
H -1.83 1.17 3.02
H -1.59 -1.48 3.16
H -2.47 -2.59 2.11
H -3.37 -1.68 3.36
```

Properties
- DFT total energy: -12594.38341 hartree
- Kohn-Sham gap (alpha / beta): 5.94 / 5.97 eV
- HOMO energy (alpha / beta): -4.0 / -4.0 eV
- 2S+1: 2
- Total charge: -1
- Energy relative to the best compared isomer or geometry (same formula, charge and spin): 0.000 eV
- Lowest unoccupied orbital energy (alpha / beta): 1.947 / 1.938 eV
- Max |F|: 0.6 eV/A

C3H9NS | wB97M-V/def2-TZVPD

```
14
C3H9NS (wB97M-V/def2-TZVPD)
C -2.94 1.90 0.28
N -2.47 0.69 0.39
H -3.26 2.46 1.29
H -3.05 2.41 -0.70
H -2.05 0.48 1.36
C 0.52 -1.95 0.43
C 1.44 -0.77 0.63
S 1.65 0.19 -0.93
H -0.49 -1.64 0.13
H 1.03 -2.66 -0.20
H 0.40 -2.50 1.40
H 1.07 -0.02 1.40
H 2.41 -1.08 1.10
H 0.66 -0.36 -1.64
```

Properties
- DFT total energy: -572.57446 hartree
- Structure (SMILES): C=N.CCS
- Kohn-Sham gap: 9.78 eV
- HOMO energy: -8.8 eV
- 2S+1: 1
- Energy relative to the best compared isomer or geometry (same formula, charge and spin): 1.786 eV
- Lowest unoccupied orbital energy: 0.961 eV
- Max |F|: 2.9 eV/A

C33H44N4O10 | wB97M-V/def2-TZVPD

```
91
C33H44N4O10 (wB97M-V/def2-TZVPD)
C -5.50 1.42 -4.27
C -4.01 1.13 -4.12
H -3.50 2.01 -3.74
H -3.58 0.88 -5.09
C -3.77 -0.03 -3.15
C -2.32 -0.21 -2.83
O -1.46 0.64 -2.88
O -2.07 -1.48 -2.43
C -0.77 -1.73 -1.92
H -0.62 -2.81 -1.98
C -0.67 -1.27 -0.46
H -1.38 -0.44 -0.30
C 0.73 -0.81 -0.03
C 1.24 0.51 -0.64
C 0.29 1.71 -0.45
N -0.09 1.93 0.93
C -1.37 1.67 1.31
N -2.23 1.32 0.40
C -3.50 0.99 0.75
O -4.33 0.62 -0.05
N -3.85 1.10 2.10
C -3.05 1.44 3.15
O -3.44 1.47 4.29
C -1.67 1.79 2.72
N -0.80 2.15 3.61
C 0.45 2.47 3.20
C 1.38 2.90 4.16
C 2.65 3.27 3.81
C 3.03 3.22 2.45
C 2.13 2.78 1.50
C 0.84 2.38 1.84
H 2.45 2.78 0.47
C 4.40 3.63 2.03
H 4.59 4.67 2.31
H 4.52 3.54 0.96
H 5.15 3.02 2.53
C 3.63 3.72 4.85
H 3.96 4.74 4.64
H 4.51 3.08 4.86
H 3.18 3.70 5.84
H 1.04 2.94 5.19
H -4.80 0.83 2.33
H -0.62 1.54 -1.03
H 0.79 2.60 -0.84
H 2.21 0.72 -0.16
O 1.48 0.34 -2.03
C 2.33 1.21 -2.60
O 2.93 2.05 -1.98
C 2.37 1.01 -4.09
H 3.30 1.40 -4.48
H 2.29 -0.06 -4.31
C 1.17 1.75 -4.71
C 1.11 1.52 -6.22
H 0.27 2.06 -6.64
H 0.99 0.47 -6.44
H 2.02 1.87 -6.70
H 0.25 1.40 -4.24
H 1.27 2.81 -4.50
H 0.72 -0.69 1.06
O 1.67 -1.83 -0.35
C 2.12 -2.60 0.65
O 1.86 -2.41 1.81
C 2.98 -3.72 0.12
C 2.31 -5.07 0.43
C 1.00 -5.23 -0.32
H 1.17 -5.18 -1.39
H 0.30 -4.45 -0.04
H 0.55 -6.20 -0.09
H 3.00 -5.87 0.16
H 2.13 -5.13 1.51
H 3.12 -3.59 -0.95
H 3.95 -3.67 0.62
O -1.05 -2.37 0.37
C -1.47 -2.08 1.61
O -1.52 -0.96 2.04
C -1.82 -3.33 2.37
H -2.82 -3.22 2.79
C -0.81 -3.54 3.52
C -1.06 -2.57 4.67
H -1.02 -1.54 4.32
H -0.30 -2.70 5.44
H -2.03 -2.74 5.12
H -0.91 -4.57 3.88
H 0.20 -3.40 3.14
H -1.79 -4.18 1.69
H -0.02 -1.21 -2.52
H -4.18 -0.96 -3.52
H -4.24 0.20 -2.19
H -5.93 1.67 -3.31
H -5.66 2.25 -4.95
H -6.02 0.54 -4.66
```

Properties
- DFT total energy: -2255.48437 hartree
- Kohn-Sham gap: 7.50 eV
- HOMO energy: -8.5 eV
- 2S+1: 1
- Energy relative to the best compared isomer or geometry (same formula, charge and spin): 0.007 eV
- Lowest unoccupied orbital energy: -0.950 eV
- Max |F|: 1.1 eV/A

Question: Number 2 is which compound?
Answer: C46H41CoN3O2P

Question: Which formula does entry 3 have?
Answer: C4H8O